Entry A
{"formula": "C3H6N3O", "method": "ωB97M-V/def2-TZVPD", "species": ["C", "C", "C", "N", "N", "N", "O", "H", "H", "H", "H", "H", "H"], "xyz": [[-0.03205, -0.25837, -1.24933], [0.71347, -1.38254, -1.14865], [-0.78838, -0.05215, -0.03316], [0.16758, -2.02080, 0.05957], [-0.57536, -1.32542, 0.67121], [0.78835, 1.14957, 1.10175], [-1.85918, 0.59421, -0.06212], [-0.00890, 0.44643, -2.12471], [1.30790, -1.91756, -1.84569], [0.66785, 0.79692, 2.02594], [0.38377, 2.07038, 0.98522], [1.75430, 1.16504, 0.95616], [-2.51935, 0.73430, 0.66381]], "mulliken_charge": [-0.240, -0.380, 0.777, -0.120, -0.202, -0.632, -0.321, 0.363, 0.455, 0.298, 0.301, 0.270, 0.430], "total_charge": 1, "lumo_energy_ev": -6.67, "homo_energy_ev": -14.40, "spin_multiplicity": 1, "gap_ev": 7.73}


Entry B
{"formula": "C3H6N3O", "method": "ωB97M-V/def2-TZVPD", "species": ["C", "C", "C", "N", "N", "N", "O", "H", "H", "H", "H", "H", "H"], "xyz": [[-0.47248, -1.18870, -0.03787], [-0.69947, 0.11070, -0.03243], [-1.53327, 1.27859, -0.03290], [0.84934, -1.60102, -0.06542], [1.70909, -0.54569, 0.03187], [1.13797, 0.60101, 0.02682], [1.58261, 1.70592, -0.01078], [-1.22002, -1.96526, -0.07626], [-0.93664, 2.12431, -0.39137], [-1.88482, 1.51116, 0.97414], [-2.38634, 1.16022, -0.70204], [1.13498, -2.48685, 0.33608], [2.71905, -0.70439, -0.01983]], "mulliken_charge": [-0.346, 0.565, -0.990, -0.120, -0.046, 0.525, -0.532, 0.425, 0.339, 0.274, 0.346, 0.310, 0.249], "total_charge": 1, "lumo_energy_ev": -4.43, "homo_energy_ev": -14.14, "spin_multiplicity": 1, "gap_ev": 9.70}


Relative energies in eV: entry A 0.000; entry B 1.034


Entry A
{"formula": "C5H13N", "method": "ωB97M-V/def2-TZVPD", "species": ["C", "N", "C", "H", "H", "H", "H", "H", "C", "C", "C", "H", "H", "H", "H", "H", "H", "H", "H"], "xyz": [[0.74350, -3.78465, -3.31859], [-0.41874, -4.04956, -3.71330], [-1.40592, -3.01811, -3.81925], [1.46358, -4.55302, -3.31319], [1.00407, -2.77924, -2.95578], [-1.28002, -2.42345, -4.73519], [-1.36746, -2.31761, -2.98028], [-2.39615, -3.41804, -3.98368], [-0.97290, 2.44007, 2.72666], [0.47506, 2.03381, 3.09478], [1.49856, 2.59766, 2.10719], [-1.34824, 3.06783, 3.53754], [-1.61441, 1.56560, 2.84226], [-1.02796, 2.98950, 1.79540], [0.59532, 0.95041, 3.15027], [0.73915, 2.40907, 4.08202], [1.71357, 3.63991, 2.35292], [2.41614, 2.05812, 2.06817], [1.18288, 2.59170, 1.06206]], "mulliken_charge": [-0.222, -0.401, -0.730, 0.281, 0.219, 0.281, 0.303, 0.269, -0.951, -0.186, -1.229, 0.244, 0.258, 0.338, 0.298, 0.243, 0.291, 0.346, 0.348], "total_charge": 0, "lumo_energy_ev": 1.09, "homo_energy_ev": -9.55, "spin_multiplicity": 1, "smiles": "C=NC.CCC", "gap_ev": 10.64}


Entry B
{"formula": "C5H13N", "method": "ωB97M-V/def2-TZVPD", "species": ["C", "C", "C", "C", "N", "C", "H", "H", "H", "H", "H", "H", "H", "H", "H", "H", "H", "H", "H"], "xyz": [[-2.25009, 0.15347, -0.99067], [-1.47622, 0.66663, 0.25192], [-0.48544, -0.24905, 0.87780], [0.88201, 0.22800, 1.08506], [1.57401, 0.44077, -0.20694], [1.29069, -0.72580, -0.90612], [-2.58282, 0.97587, -1.62274], [-1.68665, -0.56364, -1.57907], [-3.13021, -0.35356, -0.59759], [-2.18730, 1.31653, 0.76006], [-0.82292, 1.48106, -0.12938], [1.58664, -0.43737, 1.60438], [-0.75088, -1.17620, 1.32402], [3.14010, -2.10821, 0.45342], [1.08279, 1.17435, 1.61838], [3.56008, -1.66031, 0.03929], [0.47776, 0.24407, -0.79717], [1.20491, -1.67967, -0.41154], [1.77174, -0.80363, -1.87111]], "mulliken_charge": [-1.052, -0.563, -0.378, -0.670, -0.469, -0.277, 0.324, 0.319, 0.331, 0.398, 0.315, 0.411, 0.379, -0.048, 0.283, 0.080, 0.052, 0.304, 0.259], "total_charge": 0, "lumo_energy_ev": -0.52, "homo_energy_ev": -6.60, "spin_multiplicity": 1, "gap_ev": 6.08}


Entry C
{"formula": "C5H13N", "method": "ωB97M-V/def2-TZVPD", "species": ["C", "N", "C", "C", "C", "C", "H", "H", "H", "H", "H", "H", "H", "H", "H", "H", "H", "H", "H"], "xyz": [[3.60511, 0.02683, 0.06902], [2.40842, -0.49632, 0.72321], [-0.69535, 0.59120, 0.04836], [-2.02857, 0.04056, 0.15467], [-1.42369, 1.15273, -1.26013], [-2.36908, -1.42290, 0.37999], [4.27208, -0.71970, -0.29130], [4.20272, 0.64411, 0.76970], [3.41645, 0.81814, -0.68343], [2.03097, -0.05488, 1.57180], [-0.28485, 1.46691, 0.67001], [1.68877, -0.49489, -0.01307], [-2.87910, 0.52710, 0.40692], [-2.10215, 2.00410, -0.95218], [-2.02263, 0.50732, -1.94131], [-0.64816, 1.56501, -1.94526], [-2.38416, -1.98387, -0.57528], [-3.35117, -1.42756, 0.85988], [-1.32818, -1.70813, 0.70950]], "mulliken_charge": [-0.745, -0.595, -0.438, -0.061, -0.986, -1.074, 0.246, 0.320, 0.239, 0.254, 0.175, 0.275, 0.455, 0.278, 0.335, 0.331, 0.264, 0.382, 0.346], "total_charge": 0, "lumo_energy_ev": -0.06, "homo_energy_ev": -6.97, "spin_multiplicity": 1, "gap_ev": 6.91}


Entry D
{"formula": "C5H13N", "method": "ωB97M-V/def2-TZVPD", "species": ["C", "C", "N", "H", "H", "H", "H", "H", "C", "C", "C", "H", "H", "H", "H", "H", "H", "H", "H"], "xyz": [[1.05428, -3.43235, -0.30874], [0.99584, -2.51973, 0.66793], [2.07339, -1.84968, 1.20972], [1.95644, -3.94724, -0.61867], [0.16249, -3.95619, -0.60701], [-0.00133, -2.32213, 1.04462], [2.86006, -1.79165, 0.59100], [1.90629, -1.13287, 1.88084], [-0.25207, 1.19826, -1.09051], [-1.55114, 1.82895, -0.56975], [-1.33400, 2.83958, 0.56980], [0.16059, 0.55121, -0.31566], [-0.54757, 0.59403, -1.94646], [0.53199, 1.86936, -1.44321], [-2.20296, 2.09762, -1.40177], [-2.09100, 0.94527, -0.20519], [-2.23973, 3.25452, 0.99054], [-0.60536, 3.56298, 0.21182], [-0.87623, 2.21005, 1.34068]], "mulliken_charge": [-0.931, 0.171, -0.500, 0.271, 0.254, 0.305, 0.203, 0.221, -0.879, -0.344, -0.976, 0.133, 0.289, 0.341, 0.361, 0.231, 0.317, 0.290, 0.244], "total_charge": 0, "lumo_energy_ev": 0.94, "homo_energy_ev": -8.17, "spin_multiplicity": 1, "smiles": "C=CN.CCC", "gap_ev": 9.11}


Relative energies in eV: entry A 0.366; entry B 6.919; entry C 5.551; entry D 0.000


Entry A
{"formula": "C5H13N", "method": "ωB97M-V/def2-TZVPD", "species": ["C", "C", "C", "C", "C", "N", "H", "H", "H", "H", "H", "H", "H", "H", "H", "H", "H", "H", "H"], "xyz": [[1.55014, -1.54712, -0.82477], [0.72874, -1.36807, 0.51831], [0.46770, 0.16872, 0.64352], [-0.66647, 0.79100, -0.18625], [-1.01671, 2.18626, 0.04045], [-1.89779, -0.01644, -0.09566], [1.01419, -1.64669, -1.73978], [2.09474, -0.57985, -1.14591], [2.23887, -2.36351, -0.73904], [1.26493, -1.68369, 1.35018], [-0.09837, -2.08420, 0.57506], [1.37045, 0.78611, 0.36113], [0.34156, 0.34009, 1.78290], [-0.25457, 0.50637, -1.11783], [-1.52990, 2.73809, -0.78479], [-1.71592, 2.25383, 0.92235], [-0.17086, 2.82970, 0.45778], [-1.85769, -0.49735, 0.75821], [-1.86303, -0.81323, -0.77587]], "mulliken_charge": [-1.147, -0.393, -1.023, 0.404, -1.288, -0.703, 0.327, 0.264, 0.350, 0.369, 0.321, 0.365, 0.333, 0.304, 0.290, 0.328, 0.316, 0.282, 0.301], "total_charge": 0, "lumo_energy_ev": 1.09, "homo_energy_ev": -9.39, "spin_multiplicity": 1, "smiles": "CCC[C@H](C)N", "gap_ev": 10.48}


Entry B
{"formula": "C5H13N", "method": "ωB97M-V/def2-TZVPD", "species": ["C", "C", "C", "H", "H", "H", "H", "H", "H", "C", "N", "C", "H", "H", "H", "H", "H", "H", "H"], "xyz": [[-1.02831, -0.20074, 1.33713], [-1.12599, -0.96629, 2.41905], [-0.71634, -2.40774, 2.52318], [-1.68032, 0.65065, 1.20155], [-0.42431, -0.58225, 0.52598], [-1.76031, -0.55999, 3.20202], [-0.78162, -2.85095, 1.53548], [-1.33813, -3.03035, 3.14537], [0.36426, -2.44648, 2.67556], [1.42172, 0.20982, -1.54275], [0.62804, 0.99746, -2.49202], [0.19747, 2.28343, -1.94257], [1.40403, 0.68858, -0.56407], [2.44528, 0.10593, -1.90425], [1.01086, -0.79080, -1.39682], [1.12781, 1.13005, -3.35727], [1.03565, 2.92497, -1.64781], [-0.42508, 2.75960, -2.69192], [-0.35471, 2.08510, -1.02581]], "mulliken_charge": [-0.671, 0.143, -1.062, 0.250, 0.117, 0.287, 0.330, 0.323, 0.279, -0.708, -0.343, -0.751, 0.259, 0.296, 0.194, 0.232, 0.313, 0.318, 0.194], "total_charge": 0, "lumo_energy_ev": 1.11, "homo_energy_ev": -8.59, "spin_multiplicity": 1, "smiles": "C=CC.CNC", "gap_ev": 9.71}


Relative energies in eV: entry A 0.000; entry B 0.558


Entry A
{"formula": "C5H13N", "method": "ωB97M-V/def2-TZVPD", "species": ["C", "C", "C", "C", "C", "N", "H", "H", "H", "H", "H", "H", "H", "H", "H", "H", "H", "H", "H"], "xyz": [[0.07675, -2.03735, -0.10450], [-0.37513, -0.62707, -0.43566], [-1.69637, -0.25888, 0.23273], [0.68717, 0.43902, -0.16102], [0.51207, 1.75438, -0.92253], [0.81542, 0.74439, 1.28618], [1.00936, -2.23469, -0.57682], [0.20968, -2.17950, 0.96632], [-0.69711, -2.72727, -0.43771], [-0.55750, -0.56013, -1.50610], [-2.20652, 0.59918, -0.19996], [-1.55975, -0.04832, 1.29557], [-2.42741, -1.06768, 0.17888], [1.65106, 0.02054, -0.50573], [0.16190, 1.55671, -1.93502], [1.47532, 2.24795, -1.02695], [-0.20436, 2.38672, -0.40167], [1.69815, 1.21898, 1.43570], [0.87883, -0.13927, 1.78292]], "mulliken_charge": [-1.581, 0.462, -1.450, 0.519, -1.561, -0.718, 0.418, 0.314, 0.406, 0.165, 0.362, 0.327, 0.419, 0.325, 0.328, 0.420, 0.377, 0.264, 0.204], "total_charge": 0, "lumo_energy_ev": 1.10, "homo_energy_ev": -9.25, "spin_multiplicity": 1, "smiles": "CC(C)[C@@H](C)N", "gap_ev": 10.36}


Entry B
{"formula": "C5H13N", "method": "ωB97M-V/def2-TZVPD", "species": ["C", "C", "C", "N", "C", "C", "H", "H", "H", "H", "H", "H", "H", "H", "H", "H", "H", "H", "H"], "xyz": [[0.49592, 1.42039, 0.97444], [0.63882, 0.43813, -0.19228], [2.01127, -0.25601, -0.17336], [-0.44524, -0.58750, -0.32863], [-1.40990, -0.23325, -1.36817], [-1.16668, -0.83727, 0.91735], [1.21190, 2.22163, 0.80936], [0.64110, 0.91932, 1.92243], [-0.50203, 1.86519, 0.95634], [0.56208, 1.06139, -1.07747], [2.52435, -0.04094, 0.75928], [1.87290, -1.33851, -0.18290], [2.63270, 0.02458, -1.01888], [-1.80966, -1.15077, -1.80166], [-2.26257, 0.34391, -0.99861], [-0.92486, 0.31905, -2.16394], [-1.78487, -1.72163, 0.74908], [-1.84372, -0.02420, 1.20729], [-0.49771, -0.99440, 1.75822]], "mulliken_charge": [-1.669, 0.591, -1.388, -0.039, -0.978, -1.106, 0.442, 0.399, 0.391, 0.327, 0.322, 0.401, 0.291, 0.305, 0.318, 0.371, 0.338, 0.354, 0.329], "total_charge": 0, "lumo_energy_ev": 1.12, "homo_energy_ev": -8.38, "spin_multiplicity": 1, "smiles": "CC(C)N(C)C", "gap_ev": 9.50}


Entry C
{"formula": "C5H13N", "method": "ωB97M-V/def2-TZVPD", "species": ["C", "C", "C", "N", "C", "C", "H", "H", "H", "H", "H", "H", "H", "H", "H", "H", "H", "H", "H"], "xyz": [[1.41681, -1.66902, 0.44968], [0.39722, -1.33719, -0.64573], [-0.89899, -0.65489, -0.31935], [-0.84548, 0.82551, -0.14367], [-0.14691, 1.84069, -1.03541], [-0.80599, 1.20388, 1.32228], [2.30743, -2.19076, 0.05288], [1.74128, -0.81231, 1.00631], [0.95656, -2.37686, 1.16829], [0.06000, -2.26657, -1.14108], [0.98394, -0.78516, -1.40277], [-1.27150, -0.97663, 0.58614], [-1.61086, -0.99945, -1.06950], [-0.76236, 2.74996, -1.23297], [0.12472, 1.32169, -1.94949], [0.82352, 2.09725, -0.64778], [-0.06915, 0.64363, 1.85640], [-0.62324, 2.28690, 1.23504], [-1.77699, 1.09934, 1.91075]], "mulliken_charge": [-1.204, -0.113, -0.866, -0.027, -0.978, -0.924, 0.349, 0.294, 0.290, 0.307, 0.189, 0.468, 0.287, 0.277, 0.366, 0.377, 0.293, 0.383, 0.233], "total_charge": 0, "lumo_energy_ev": 1.08, "homo_energy_ev": -7.86, "spin_multiplicity": 1, "smiles": "CCCN(C)C", "gap_ev": 8.93}


Relative energies in eV: entry A 0.000; entry B 0.800; entry C 1.533